[1]
91
Properties=species:S:1:pos:R:3 method="wB97M-V/def2-TZVPD" smiles=OCCO.OCCO.OCCO.OCCO.OCCO.OCCO.OCCO.CO.CO.CO.O lumo_energy_ev=0.27 homo_energy_ev=-9.62
O 11.12887 8.49095 9.57633
C 10.80885 7.31151 8.85106
C 10.81494 7.67179 7.26344
O 10.13667 6.79167 6.38380
H 10.31125 8.89291 9.86549
H 11.50610 6.57405 9.15252
H 9.78986 6.96108 9.08436
H 11.83378 7.76377 6.85124
H 10.30036 8.59734 7.23567
H 10.59551 6.00083 6.21262
O 16.46267 15.27099 9.77110
C 15.54595 14.31339 9.21272
C 15.50919 13.08654 10.11455
O 16.64168 12.17829 10.29752
H 16.63212 15.88185 9.05364
H 14.51716 14.66274 9.07412
H 15.88042 14.06585 8.18428
H 14.64617 12.43528 9.75074
H 15.31062 13.38127 11.15972
H 17.24741 12.70311 10.78874
O 11.02000 5.92078 13.68483
C 11.15856 7.33610 13.89416
C 12.25427 7.66382 14.89192
O 13.53815 7.54073 14.28108
H 11.43665 5.75620 12.81797
H 11.30988 7.80081 12.88055
H 10.24606 7.73671 14.23055
H 12.21156 6.87576 15.67360
H 12.19074 8.68000 15.24765
H 14.14622 7.27156 14.96922
O 14.90001 8.82268 8.22592
C 16.16193 9.46160 8.56833
C 16.38365 10.61790 7.57502
O 16.66488 10.10826 6.32637
H 14.25542 9.50985 8.23102
H 16.29890 9.65648 9.58607
H 16.90418 8.70299 8.23563
H 17.14158 11.28445 7.94927
H 15.42710 11.13352 7.58165
H 15.87112 9.53312 6.16065
O 8.57185 9.06976 10.67409
C 7.93254 10.29056 10.78490
C 8.43037 11.13553 9.61150
O 7.60483 12.24495 9.34987
H 8.30491 8.36294 11.28813
H 6.86066 10.16568 10.66280
H 8.21371 10.82389 11.74425
H 8.32007 10.40297 8.75041
H 9.52097 11.29749 9.69694
H 7.72249 12.84813 10.10422
O 17.71247 10.91226 12.85568
C 16.32354 10.91892 13.26574
C 16.22216 12.15804 14.13097
O 14.82842 12.36612 14.27586
H 17.67602 10.78504 11.90367
H 15.70526 10.88686 12.39317
H 16.05509 10.05491 13.90314
H 16.83709 12.95790 13.65819
H 16.67111 11.90293 15.09541
H 14.53882 12.97538 14.97928
O 16.09580 7.27644 11.57840
C 15.47309 6.34115 10.72576
C 13.91130 6.64687 10.46828
O 13.14307 6.55934 11.67034
H 15.59792 7.32031 12.41875
H 15.99577 6.30930 9.77211
H 15.54159 5.35752 11.17521
H 13.60097 5.87936 9.73783
H 13.81035 7.62425 10.04455
H 13.47825 7.22886 12.31658
C 12.16447 11.49420 7.44228
O 12.63376 10.83056 8.61434
H 11.31096 12.10042 7.75465
H 12.98015 12.18929 7.15374
H 11.95249 10.78502 6.63625
H 12.27609 9.92402 8.70605
C 9.15292 10.81682 14.57940
O 10.56677 10.81216 14.81963
H 8.78785 11.70681 14.06752
H 8.82893 9.91699 14.03575
H 8.66899 10.85812 15.56404
H 11.01048 11.28344 14.10719
C 12.23052 10.43943 12.39683
O 12.27022 11.72322 12.95114
H 13.03010 10.38584 11.61359
H 12.24001 9.57218 13.11810
H 11.30618 10.41786 11.77323
H 13.10993 11.91315 13.36838
O 11.59860 13.35633 10.70234
H 12.27475 14.08169 10.58081
H 11.79797 12.91414 11.55954

[2]
106
Properties=species:S:1:pos:R:3 method="wB97M-V/def2-TZVPD" lumo_energy_ev="-2.29 / -5.32" homo_energy_ev="-11.51 / -11.51" spin_multiplicity=2 charge=+1
Ag 1.73293 -2.49145 3.20257
C 1.26200 0.73209 0.58080
C 0.39615 -0.52605 0.38196
C 0.06076 -0.91845 -1.07403
O 0.92745 -1.55492 1.09774
H 1.06548 1.48737 -0.18768
H 2.32944 0.55330 0.63198
H 0.88787 1.19046 1.50192
H -0.62269 -0.32870 0.77360
H 0.97124 -1.27773 -1.55261
H -0.23153 0.01377 -1.56184
H -0.79540 -1.58529 -1.12714
C 1.26534 -4.38978 -3.11581
C 0.39075 -5.34147 -2.32503
O 0.74189 -5.38668 -0.95162
O 2.31881 -5.01672 -3.79229
H 1.62994 -3.56265 -2.48531
H 0.64158 -3.79018 -3.80298
H 0.46562 -6.32587 -2.79204
H -0.67279 -5.11538 -2.47770
H 0.47825 -4.54957 -0.55844
H 2.54521 -4.56036 -4.60391
C 1.22961 4.82813 -0.69263
C 0.68827 6.21848 -0.44827
O 1.27828 6.81384 0.69843
O 2.61334 4.83140 -0.98718
H 0.61299 4.38233 -1.47868
H 1.04307 4.20115 0.19603
H -0.40839 6.26234 -0.46782
H 0.88878 6.83775 -1.33287
H 1.59483 7.67907 0.42801
H 3.01718 5.06171 -0.13905
C 1.13769 4.38357 3.59529
C 2.43593 3.61041 3.46391
O 2.81375 3.38678 2.09610
O 1.37966 5.77391 3.43147
H 0.73750 4.20463 4.60055
H 0.35943 4.05897 2.89352
H 2.41648 2.67326 4.03725
H 3.24438 4.18648 3.91543
H 2.40730 2.55563 1.82313
H 1.58002 5.81611 2.48232
C -0.90425 -4.12674 2.61038
O 0.20696 -4.04128 3.14100
N -1.37815 -5.31292 2.14738
N -1.70582 -3.06117 2.32135
H -2.25381 -5.29316 1.66311
H -0.81399 -6.12462 2.31855
H -1.44228 -2.13666 2.61318
H -2.37218 -3.14539 1.57628
C 4.30598 -0.19776 2.86910
O 3.67489 -1.23546 2.65183
N 4.33817 0.34753 4.12260
N 4.87831 0.56894 1.90446
H 3.83088 -0.15746 4.82571
H 4.92488 1.12304 4.36291
H 4.95215 0.30932 0.93457
H 5.54501 1.27595 2.16442
C -4.96712 -3.34617 -2.24470
O -5.66715 -4.09925 -1.58084
N -5.45476 -2.34229 -3.04920
N -3.59070 -3.32849 -2.08395
H -4.80450 -1.60427 -3.23803
H -6.42816 -2.25988 -3.26345
H -3.31868 -3.87668 -1.29107
H -2.98508 -2.77882 -2.67807
C -2.81052 3.15195 -1.98833
O -3.58913 4.08795 -2.07331
N -2.35700 2.71871 -0.74836
N -2.55392 2.30358 -3.03345
H -2.58483 3.28143 0.05039
H -1.53380 2.14076 -0.72831
H -2.97970 2.46271 -3.92525
H -1.87974 1.57078 -2.90488
C -2.36919 -1.03324 -5.20087
O -2.54378 -1.73834 -4.20425
N -3.15923 0.04675 -5.49750
N -1.29725 -1.22481 -6.02019
H -3.94463 0.29868 -4.92824
H -3.18611 0.36158 -6.45253
H -1.09997 -0.71806 -6.86034
H -0.79983 -2.06243 -5.77098
C -3.85225 -0.14649 0.49715
O -3.45902 -0.84533 1.43392
N -3.50999 -0.46400 -0.79986
N -4.62906 0.98022 0.60132
H -4.01046 -0.03963 -1.55570
H -2.83667 -1.19836 -0.88413
H -4.34547 1.74282 0.00608
H -4.88216 1.22436 1.54544
C 4.46686 -2.01247 -1.12011
O 5.16624 -2.65339 -1.87465
N 4.38830 -0.62529 -1.15039
N 3.54043 -2.59877 -0.28033
H 3.70706 -0.20867 -0.54836
H 4.78298 -0.10640 -1.91106
H 2.93702 -2.01942 0.27734
H 3.45317 -3.59846 -0.30828
C 0.22306 0.38738 4.78749
O 0.67342 -0.67641 4.36691
N 0.38555 0.81614 6.08493
N -0.52091 1.25574 4.01937
H 0.76664 0.14074 6.72303
H 0.40684 1.80126 6.26630
H -1.02964 2.03674 4.38125
H -0.56234 0.98170 3.05421

[3]
124
Properties=species:S:1:pos:R:3 method="wB97M-V/def2-TZVPD" lumo_energy_ev="-2.84 / -3.57" homo_energy_ev="-9.74 / -10.90" spin_multiplicity=4 charge=+1
O 1.84215 -3.01158 -0.97438
H 1.47184 -3.07194 -1.87582
H 1.19777 -2.45028 -0.41966
H 2.73785 -2.56217 -1.10262
Ti -0.26028 -1.89311 -3.84428
C -1.18325 -1.03587 -0.62558
O 0.18676 -0.81601 -0.26055
O -1.11092 -2.20813 -1.32929
C -2.12954 -0.74101 0.57945
F -1.71679 -1.19132 1.77346
F -2.23520 0.62783 0.76438
F -3.38399 -1.18222 0.41403
C 0.68244 0.48736 0.00725
C 2.17823 0.34353 0.17749
H 2.60034 1.12360 0.80857
H 2.50707 -0.55988 0.68795
H 2.67145 0.54056 -0.77626
H 0.23382 0.85067 0.93129
H 0.53322 1.19892 -0.80763
H -1.43503 -0.28398 -1.39671
C 1.15821 2.73072 -3.21929
O 2.36711 2.58454 -3.09545
N 0.40530 2.08402 -4.20936
N 0.38079 3.29198 -2.23825
H 0.80317 1.20157 -4.47324
H -0.58795 2.20322 -4.15764
H 0.78853 3.49849 -1.33871
H -0.57657 3.45883 -2.47795
C 2.95331 -1.01102 -3.63960
O 1.79069 -1.02223 -3.16857
N 3.68905 -2.11355 -3.94681
N 3.61501 0.14378 -3.86273
H 3.26939 -3.00596 -3.75685
H 4.66337 -2.04153 -4.16510
H 3.18261 1.05968 -3.70924
H 4.53929 0.16303 -4.25455
C -6.54953 -1.17452 1.83277
O -6.37217 -1.63798 0.71406
N -5.64320 -0.51130 2.62732
N -7.63680 -1.59412 2.56130
H -5.92212 0.08796 3.38010
H -4.79150 -0.32721 2.12164
H -8.28889 -2.13278 2.01955
H -7.79261 -1.36216 3.52148
C -5.57272 1.43380 -2.03580
O -6.34481 2.01020 -1.28660
N -5.10356 0.17374 -1.81807
N -4.94472 1.89009 -3.15730
H -5.45887 -0.19109 -0.94349
H -4.60573 -0.32480 -2.52663
H -4.18485 1.39087 -3.59062
H -4.93773 2.89687 -3.20862
C -2.59561 2.23052 4.10719
O -1.42198 2.05686 4.41915
N -3.27092 1.50466 3.15394
N -3.47409 2.86001 4.94180
H -2.64461 1.18320 2.40133
H -4.22652 1.22758 3.17815
H -3.06637 3.15690 5.81356
H -4.45876 2.69484 4.88380
C -2.21346 4.91220 -0.57806
O -1.81702 4.85827 0.57968
N -2.31100 6.08821 -1.25906
N -2.72229 3.83984 -1.28178
H -2.24394 6.94457 -0.73628
H -2.52942 6.23639 -2.22639
H -3.14956 4.07821 -2.15480
H -2.86950 2.97599 -0.79056
C 5.39143 -1.74224 -0.72706
O 4.30590 -2.25204 -0.98457
N 6.31254 -2.30931 0.13425
N 6.03317 -0.89843 -1.59253
H 5.97543 -3.10346 0.66290
H 7.16567 -1.88105 0.43798
H 5.60646 -0.57370 -2.43690
H 6.99226 -0.73140 -1.37317
C 3.32831 -3.96667 1.88384
O 2.46469 -3.10353 1.79033
N 3.14956 -5.28234 1.55531
N 4.62804 -3.69799 2.27683
H 3.93159 -5.90760 1.52895
H 2.25854 -5.57508 1.19692
H 4.75732 -2.76192 2.63053
H 5.11167 -4.43734 2.76055
C -1.60377 -5.94815 -0.34038
O -1.99533 -6.94215 0.23754
N -2.41024 -5.02858 -0.96593
N -0.25821 -5.60244 -0.42017
H -1.97364 -4.16173 -1.24280
H -3.40329 -5.13833 -0.88429
H -0.02401 -5.14831 -1.28600
H 0.34157 -6.33338 -0.07600
C 5.66715 3.61226 0.19612
O 6.35058 3.72409 -0.81302
N 4.31197 3.78932 0.24362
N 6.17538 3.36807 1.46166
H 3.84545 4.10545 -0.58919
H 3.92704 4.04932 1.13403
H 7.16973 3.30935 1.56468
H 5.58015 3.23023 2.25291
C 1.09752 -0.08510 5.74094
O 0.47865 0.15515 6.76703
N 0.64971 0.28131 4.48973
N 2.19536 -0.91317 5.68218
H -0.19862 0.83114 4.40303
H 1.12979 -0.11625 3.70029
H 2.44685 -1.39522 6.52502
H 2.41974 -1.27085 4.77585
C -3.40595 -1.69208 -4.38360
O -2.98980 -0.51419 -4.35994
N -3.44924 -2.41900 -3.25376
N -3.83346 -2.35137 -5.49231
H -2.69932 -2.18794 -2.59362
H -3.86089 -3.33153 -3.35099
H -4.15258 -3.30081 -5.48717
H -3.72294 -1.84995 -6.35723
C 1.46699 3.90469 2.30984
O 1.96368 4.69674 1.49668
N 0.14918 3.52428 2.25337
N 2.18518 3.23142 3.26687
H -0.16593 3.03550 3.07921
H -0.39817 4.10188 1.61361
H 3.17188 3.40535 3.25530
H 1.74484 2.73274 4.02222

[4]
106
Properties=species:S:1:pos:R:3 method="wB97M-V/def2-TZVPD" lumo_energy_ev=-0.04 homo_energy_ev=-8.26 e_above_lowest_kj_mol=662.9
C 21.63305 4.46773 -14.95163
C 21.66287 6.00856 -15.02648
O 23.01062 6.48065 -15.10352
H 22.24371 3.98254 -15.70804
H 20.63662 4.05518 -14.99665
H 22.03315 4.11122 -14.03192
H 21.25453 6.40212 -14.13886
H 21.11184 6.52333 -15.82625
H 23.00257 7.36571 -15.44406
C 16.18695 10.74466 -11.71999
C 16.31494 11.51684 -12.96226
O 17.61905 11.48699 -13.37020
H 15.20325 10.84593 -11.35232
H 16.91882 11.06222 -11.01596
H 16.44202 9.69231 -11.86365
H 15.98177 12.53245 -12.95662
H 15.69352 11.10928 -13.75727
H 18.10904 11.38259 -12.56081
C 25.61293 7.50764 -13.41409
O 24.76053 8.56526 -13.54236
N 25.39066 6.35929 -13.96639
N 26.74609 7.51925 -12.81358
H 24.54554 6.22585 -14.45934
H 25.90760 5.45289 -13.80929
H 27.12471 8.46590 -12.55719
H 27.40302 6.76205 -12.93634
C 18.35381 7.52836 -14.51644
O 19.49397 8.28023 -14.80999
N 17.10469 7.91289 -14.62620
N 18.42261 6.28112 -14.09354
H 16.91313 8.83110 -15.06049
H 16.32000 7.27952 -14.64171
H 19.32025 5.86248 -14.36856
H 17.65059 5.59006 -13.97457
C 25.02696 8.47923 -9.87695
O 24.47432 8.33632 -8.60772
N 24.49849 9.18660 -10.86045
N 26.15920 7.87863 -10.20708
H 23.50272 9.46943 -10.87564
H 24.89912 9.24253 -11.78514
H 26.67448 7.27537 -9.50034
H 26.33810 7.75288 -11.24131
C 22.60540 13.65631 -10.61873
O 21.67530 13.30874 -11.59592
N 23.01479 12.74146 -9.76835
N 23.17542 14.83430 -10.49963
H 22.63548 11.81825 -9.88071
H 23.74372 12.89243 -9.02502
H 22.79501 15.59347 -11.01768
H 23.73183 14.97405 -9.63745
C 21.97674 8.80227 -16.98320
O 22.48697 9.01261 -15.74731
N 20.71162 8.57729 -17.29345
N 22.75645 8.74644 -18.07291
H 20.15606 8.62089 -16.42048
H 20.25063 8.60139 -18.18410
H 23.60862 9.36678 -17.90148
H 22.49335 8.64747 -19.03747
C 21.26090 9.17188 -12.27580
O 21.84395 10.08280 -11.31945
H 21.11253 8.19162 -11.89710
H 21.98895 9.03976 -13.10248
H 20.36500 9.54038 -12.77911
H 21.08748 10.33449 -10.75154
C 24.66045 11.77393 -12.94875
O 24.55455 13.15062 -13.05503
H 25.70065 11.56652 -12.94812
H 24.24064 11.26128 -13.73475
H 24.25004 11.54781 -11.99435
H 23.61954 13.43744 -12.96630
C 21.84055 11.58507 -7.00946
O 22.16802 10.72561 -8.04066
H 22.72181 12.09234 -6.66866
H 21.54530 11.03185 -6.15598
H 21.04776 12.32815 -7.30809
H 22.91093 10.18618 -7.69625
C 19.11746 11.43672 -9.55024
O 19.49813 11.43627 -10.90469
H 18.82212 10.46250 -9.24496
H 18.25573 12.06868 -9.42395
H 19.85754 11.74441 -8.86067
H 19.26108 12.26871 -11.24747
C 22.81248 6.19971 -11.46327
O 23.90829 5.29570 -11.70913
H 22.92925 7.01901 -12.16796
H 22.90949 6.60194 -10.46023
H 21.91181 5.69266 -11.60232
H 24.42705 5.69643 -12.39706
C 20.97315 11.53192 -14.47110
O 20.86073 12.64551 -15.30436
H 21.98434 11.33254 -14.12163
H 20.63979 10.71474 -15.10716
H 20.33560 11.62218 -13.58375
H 21.28905 13.34244 -14.72583
C 18.10681 7.70910 -10.86074
O 18.77940 6.57810 -11.38912
H 18.25331 7.76259 -9.76462
H 17.07696 7.59498 -11.05334
H 18.47756 8.61717 -11.26405
H 18.58000 6.58949 -12.33945
C 20.97145 7.82812 -8.81682
O 20.30811 7.04615 -7.85777
H 20.53184 8.84922 -8.82517
H 20.75343 7.49667 -9.85815
H 22.05729 7.90227 -8.60523
H 19.80715 6.33280 -8.29201

| no. | F_max (eV/Å) |
| --- | --- |
| 1 | 3.53 |
| 2 | 1.95 |
| 3 | 4.11 |
| 4 | 8.17 |